# C23H43Cl2F5O2PtSbSeSi4

C23H43Cl2F5O2PtSbSeSi4 as an isolated structure (wB97M-V/def2-TZVPD, the Open Molecules 2025 dataset).

Geometry as XYZ:
```
82
Properties=species:S:1:pos:R:3
Pt 0.75 0.70 0.22
Cl 3.54 3.56 -1.97
C 3.56 2.75 -0.38
Cl 4.86 3.40 0.63
C 3.76 1.24 -0.61
O 4.83 0.85 -1.03
O 2.77 0.46 -0.33
H 2.63 2.97 0.13
C -4.38 -1.00 -0.76
C -3.91 0.43 -0.56
Sb -1.85 1.03 -0.12
C -2.33 3.13 -0.19
C -3.79 3.52 0.00
C -2.19 0.83 2.04
C -3.59 0.53 2.56
H -5.44 -0.99 -1.04
H -4.29 -1.61 0.14
H -3.83 -1.50 -1.55
H -4.45 0.91 0.25
H -4.12 0.99 -1.47
H -1.95 3.53 -1.13
H -1.71 3.55 0.61
H -4.43 3.15 -0.80
H -3.88 4.61 0.02
H -4.19 3.15 0.95
H -1.82 1.77 2.45
H -1.50 0.05 2.38
H -4.30 1.33 2.34
H -3.58 0.41 3.65
H -4.01 -0.39 2.14
F 0.87 8.10 -1.19
C 0.83 6.92 -0.56
C 0.64 5.75 -1.27
F 0.50 5.79 -2.60
C 0.59 4.54 -0.60
F 0.43 3.44 -1.35
C 0.72 4.44 0.79
Se 0.62 2.80 1.76
C 0.93 5.64 1.46
F 1.07 5.65 2.79
C 0.98 6.86 0.81
F 1.16 7.99 1.51
C 2.96 -4.15 0.60
Si 3.05 -2.29 0.13
C 3.79 -1.56 1.71
C 4.22 -2.39 -1.34
Si 0.80 -1.64 -0.23
Si 0.29 -2.34 -2.40
C -1.44 -1.80 -2.92
C 0.29 -4.22 -2.54
C 1.49 -1.60 -3.65
Si -0.38 -2.82 1.44
C -2.23 -2.61 1.14
C -0.19 -4.70 1.59
C 0.05 -2.06 3.11
H 3.96 -4.59 0.60
H 2.35 -4.73 -0.10
H 2.55 -4.29 1.60
H 4.88 -1.62 1.71
H 3.42 -2.13 2.56
H 3.52 -0.51 1.85
H 5.05 -3.04 -1.05
H 4.60 -1.43 -1.67
H 3.70 -2.88 -2.17
H -2.18 -2.28 -2.27
H -1.65 -2.09 -3.95
H -1.56 -0.72 -2.84
H -0.35 -4.68 -1.78
H 1.29 -4.64 -2.43
H -0.09 -4.52 -3.52
H 1.80 -0.60 -3.35
H 1.00 -1.53 -4.63
H 2.39 -2.20 -3.76
H -2.56 -3.25 0.32
H -2.46 -1.58 0.85
H -2.82 -2.85 2.02
H -0.03 -5.19 0.63
H -1.12 -5.08 2.02
H 0.63 -4.98 2.25
H 0.27 -0.99 3.02
H 0.95 -2.53 3.53
H -0.76 -2.18 3.83
```

The net charge is -1. The value obtained for the energy above the lowest of the compared OMol25 structures with the same formula, charge and spin is 0.0 kcal per mole. Its HOMO energy is -0.1838 hartree. Its strongest force on any atom is 0.04161 Eh/bohr. The calculation puts the HOMO-LUMO gap at 0.246 hartree. For the molar mass, the calculation gives 1025.6 g mol⁻¹. Its LUMO energy is 1.69 eV.

# C23H43ClN6O6P2

A 4-piece molecular cluster, C23H43ClN6O6P2 overall (wB97M-V/def2-TZVPD, the Open Molecules 2025 dataset).

Geometry as XYZ:
```
81
Properties=species:S:1:pos:R:3
C 4.84 1.54 1.47
C 5.35 0.04 1.14
O 4.38 -0.98 1.42
C 3.81 -1.43 0.16
C 2.81 -2.68 0.32
O 1.43 -2.37 0.03
C 0.63 -2.23 1.20
P 0.08 -3.96 1.84
O 1.28 -4.84 2.27
N 1.28 -1.62 2.44
C 1.06 -0.14 2.35
O 1.78 0.66 2.99
C -0.20 0.21 1.38
C 0.16 1.19 0.18
C 0.62 0.50 -1.19
N 0.09 1.40 -2.30
C 1.16 1.39 -3.36
C 2.28 2.52 -3.17
C -1.11 0.82 -2.92
C -2.54 1.57 -3.00
O -1.08 -0.32 -3.48
C -1.07 1.16 2.39
C -2.56 1.44 1.88
C -2.80 2.94 1.35
Cl -3.70 1.25 3.35
C -0.70 -1.28 1.13
P -2.03 -1.65 -0.16
N -3.48 -2.06 0.77
O -1.63 -3.14 -0.95
H 4.44 2.08 0.53
H 5.69 2.20 1.85
H 4.01 1.57 2.25
H 6.33 -0.08 1.74
H 5.67 0.06 0.03
H 4.66 -1.74 -0.56
H 3.32 -0.52 -0.33
H 3.15 -3.44 -0.48
H 3.00 -3.18 1.32
H -0.64 -4.70 0.84
H -0.77 -3.84 3.00
H 0.62 -1.99 3.15
H 1.06 1.83 0.54
H -0.67 1.93 -0.05
H 0.29 -0.57 -1.34
H 1.76 0.57 -1.27
H 0.62 1.61 -4.36
H 1.57 0.32 -3.44
H 3.28 1.96 -3.00
H 2.42 3.10 -4.16
H 2.11 3.23 -2.30
H -2.35 2.68 -3.24
H -3.09 1.15 -3.92
H -3.12 1.45 -2.03
H -1.05 0.61 3.40
H -0.48 2.14 2.48
H -2.95 0.71 1.10
H -2.46 3.08 0.25
H -3.92 3.22 1.34
H -2.20 3.72 1.95
H -1.25 -1.52 2.12
H -4.13 -1.26 0.82
H -3.96 -2.87 0.34
H -2.35 -3.40 -1.56
C -3.79 -4.21 -4.77
C -4.01 -3.26 -3.68
N -4.18 -2.52 -2.82
H -2.88 -3.98 -5.33
H -3.69 -5.23 -4.40
H -4.62 -4.20 -5.48
C -7.69 -1.86 0.38
C -6.69 -0.94 0.91
N -5.89 -0.21 1.32
H -8.28 -2.31 1.18
H -8.40 -1.35 -0.28
H -7.24 -2.67 -0.19
C 6.28 5.75 3.08
C 6.79 4.80 2.09
N 7.20 4.05 1.32
H 7.08 6.28 3.58
H 5.64 6.51 2.61
H 5.68 5.26 3.84
```

Its HOMO energy is -0.2857 hartree. Its strongest force on any atom is 0.08690 Eh/bohr. The calculation puts the HOMO-LUMO gap at 0.295 hartree. For the molar mass, the calculation gives 597.0 g mol⁻¹. Its structure (SMILES) is CCOCCO[C@@]1([PH2]=O)NC(=O)[C@](CCN(CC)C(C)=O)(C[C@H](C)Cl)[C@H]1P(N)O.CC#N.CC#N.CC#N. Its LUMO energy is 0.26 eV.

# C23H43F3N2O10S3Si

A 3-piece molecular cluster, C23H43F3N2O10S3Si overall (wB97M-V/def2-TZVPD, the Open Molecules 2025 dataset).

Geometry as XYZ:
```
85
Properties=species:S:1:pos:R:3
C -2.06 -0.63 -0.11
Si -1.54 -2.27 -0.85
C -2.44 -2.57 -2.48
C -2.12 -3.64 0.31
C 0.33 -2.50 -1.09
C 1.21 -2.91 0.08
O 0.93 -3.29 1.20
O 2.49 -2.77 -0.36
C 2.54 -2.24 -1.71
C 2.78 -3.30 -2.78
C 2.28 -2.88 -4.18
C 1.12 -3.78 -4.67
C 0.02 -3.08 -5.47
S 0.59 -1.73 -6.56
C -0.15 -0.38 -5.75
N -1.36 0.00 -5.76
N -1.43 1.12 -4.93
C -0.26 1.31 -4.50
O 0.63 0.41 -4.96
C 1.23 -1.46 -1.77
C 1.28 -0.04 -1.19
C 2.61 0.36 -0.57
O 3.62 0.63 -1.53
C 3.83 1.98 -1.82
C 3.38 2.30 -3.27
F 2.21 2.98 -3.27
F 4.28 3.04 -3.92
F 3.19 1.20 -3.98
H -3.15 -0.59 -0.16
H -1.70 0.21 -0.69
H -1.80 -0.55 0.94
H -2.10 -3.49 -2.95
H -2.34 -1.74 -3.19
H -3.48 -2.71 -2.24
H -1.47 -4.50 0.19
H -3.13 -3.90 0.02
H -2.10 -3.33 1.35
H 0.37 -3.40 -1.72
H 3.44 -1.64 -1.69
H 3.84 -3.47 -2.86
H 2.35 -4.26 -2.50
H 2.03 -1.83 -4.21
H 3.10 -3.03 -4.87
H 1.55 -4.59 -5.25
H 0.64 -4.25 -3.82
H -0.46 -3.81 -6.12
H -0.73 -2.69 -4.80
H 0.08 2.10 -3.86
H 0.79 -1.34 -2.76
H 0.51 0.16 -0.45
H 1.08 0.64 -2.01
H 2.97 -0.46 0.05
H 2.44 1.19 0.12
H 3.35 2.65 -1.12
H 4.90 2.16 -1.80
C 1.27 2.89 4.90
C 0.55 4.22 4.73
O 0.89 4.89 3.49
S 0.28 4.31 2.15
C 0.72 5.66 1.10
O -1.14 4.24 2.27
O 1.03 3.15 1.75
H 0.95 2.17 4.15
H 1.07 2.48 5.88
H 2.35 3.03 4.78
H -0.53 4.09 4.79
H 0.85 4.91 5.52
H 0.18 6.54 1.42
H 0.44 5.38 0.09
H 1.79 5.81 1.16
C -2.80 -0.90 7.28
C -3.55 0.41 7.13
O -3.23 1.10 5.90
S -3.83 0.52 4.55
C -3.42 1.86 3.50
O -5.25 0.43 4.68
O -3.06 -0.61 4.15
H -3.10 -1.62 6.53
H -2.99 -1.33 8.26
H -1.72 -0.74 7.17
H -4.62 0.27 7.19
H -3.26 1.10 7.92
H -3.97 2.75 3.81
H -3.69 1.59 2.48
H -2.34 2.04 3.55
```

The value obtained for the energy above the lowest of the compared OMol25 structures with the same formula, charge and spin is 0.0 kcal per mole. Its HOMO energy is -0.3517 hartree. Its strongest force on any atom is 0.02708 Eh/bohr. The calculation puts the HOMO-LUMO gap at 0.357 hartree. For the molar mass, the calculation gives 688.9 g mol⁻¹. Its structure (SMILES) is C[Si](C)(C)[C@@H]1C(=O)O[C@@H](CCCCSc2nnco2)[C@@H]1CCOCC(F)(F)F.CCOS(C)(=O)=O.CCOS(C)(=O)=O. Its LUMO energy is 0.16 eV.

# C23H43IrN2OP3S

C23H43IrN2OP3S as an isolated structure (wB97M-V/def2-TZVPD, the Open Molecules 2025 dataset).

Geometry as XYZ:
```
74
Properties=species:S:1:pos:R:3
Ir -0.52 -0.84 0.40
P -1.70 -2.12 -1.11
P -1.82 -0.84 2.29
P 0.75 -2.49 0.97
H 4.90 1.98 -2.28
C 4.94 0.89 -2.28
C 4.51 0.19 -3.34
H 4.17 0.73 -4.24
C -2.69 -1.29 -2.44
C -2.97 -3.23 -0.35
C -0.70 -3.24 -2.18
C -1.07 0.32 3.50
C -3.55 -0.25 2.15
C -2.06 -2.38 3.27
C 2.17 -2.78 -0.12
C 0.08 -4.19 1.23
C 1.53 -2.06 2.57
H 5.50 0.43 -1.48
H 4.75 -0.86 -3.45
H -2.12 -0.45 -2.84
H -3.65 -0.93 -2.05
H -2.90 -2.00 -3.27
H -3.63 -2.66 0.31
H -2.50 -4.04 0.22
H -3.60 -3.68 -1.14
H -0.03 -2.62 -2.79
H -1.36 -3.81 -2.85
H -0.10 -3.95 -1.59
H -1.63 0.30 4.44
H -1.08 1.34 3.09
H -0.02 0.03 3.70
H -4.13 -0.58 3.03
H -4.04 -0.66 1.26
H -3.59 0.84 2.11
H -2.69 -2.15 4.14
H -1.11 -2.79 3.64
H -2.57 -3.14 2.67
H 2.81 -3.56 0.32
H 2.74 -1.85 -0.23
H 1.82 -3.10 -1.11
H 0.88 -4.82 1.64
H -0.28 -4.63 0.29
H -0.75 -4.17 1.95
H 2.37 -2.75 2.75
H 0.81 -2.13 3.39
H 1.92 -1.03 2.51
C 2.05 1.40 -2.08
C 2.50 1.21 -0.76
C 3.02 2.31 -0.06
C 3.07 3.57 -0.66
C 2.53 3.79 -1.92
C 1.96 2.71 -2.58
S 1.59 0.20 -3.28
H 2.73 -0.48 -3.39
H 2.39 0.21 -0.33
H 3.38 2.21 0.97
H 3.49 4.42 -0.11
H 2.49 4.78 -2.38
H 1.46 2.80 -3.54
N -0.55 5.86 0.81
C -0.07 4.57 0.95
O 1.04 4.33 1.37
C -0.96 3.50 0.39
C -2.16 3.75 -0.28
C -2.91 2.67 -0.71
C -2.45 1.37 -0.49
N -1.24 1.13 0.06
C -0.54 2.16 0.57
H 0.00 6.57 1.25
H -1.56 6.01 0.80
H -2.50 4.79 -0.45
H -3.88 2.79 -1.19
H -3.06 0.50 -0.75
H 0.38 1.91 1.10
```

The net charge is +4. Its multiplicity is 6. The value obtained for the energy above the lowest of the compared OMol25 structures with the same formula, charge and spin is 0.0 kcal per mole. Its HOMO energy (alpha / beta) is -0.6604 / -0.7246 hartree. Its strongest force on any atom is 0.08329 Eh/bohr. The calculation puts the HOMO-LUMO gap (alpha / beta) at 0.208 / 0.116 hartree. For the molar mass, the calculation gives 680.8 g mol⁻¹. The expectation value of S² is 8.782. Its LUMO energy (alpha / beta) is -12.30 / -16.57 eV.

# C23H43N2OP3SSm

C23H43N2OP3SSm as an isolated structure (wB97M-V/def2-TZVPD, the Open Molecules 2025 dataset).

Geometry as XYZ:
```
74
Properties=species:S:1:pos:R:3
Sm -0.40 0.31 0.12
P 0.09 -2.63 0.07
P 2.20 0.26 1.74
P 1.55 -0.27 -2.05
H -2.79 1.57 0.46
C -2.91 0.99 -0.48
C -2.79 -0.39 -0.59
H -3.11 -1.08 0.20
C -0.64 -3.79 1.29
C 1.83 -3.22 0.26
C -0.45 -3.48 -1.46
C 2.54 2.04 2.10
C 2.45 -0.37 3.46
C 3.82 -0.28 1.05
C 0.53 -0.37 -3.57
C 2.90 -1.42 -2.54
C 2.38 1.35 -2.28
H -3.35 1.61 -1.29
H -2.62 -0.87 -1.56
H -1.70 -3.54 1.46
H -0.12 -3.75 2.26
H -0.57 -4.82 0.90
H 2.17 -3.05 1.29
H 2.50 -2.68 -0.42
H 1.89 -4.30 0.04
H -1.53 -3.34 -1.58
H -0.24 -4.56 -1.37
H 0.05 -3.08 -2.35
H 3.52 2.16 2.57
H 1.76 2.40 2.78
H 2.50 2.62 1.17
H 3.46 -0.12 3.81
H 2.30 -1.46 3.52
H 1.71 0.11 4.12
H 4.62 -0.05 1.77
H 4.04 0.22 0.10
H 3.82 -1.37 0.89
H 1.06 0.19 -4.35
H -0.47 0.07 -3.42
H 0.42 -1.42 -3.88
H 3.31 -1.08 -3.50
H 2.52 -2.44 -2.67
H 3.70 -1.43 -1.79
H 2.68 1.40 -3.33
H 3.28 1.40 -1.64
H 1.71 2.20 -2.07
C -1.67 4.19 -3.40
C -0.97 5.41 -3.60
C -1.40 6.33 -4.55
C -2.52 6.06 -5.34
C -3.27 4.91 -5.11
C -2.86 3.97 -4.14
S -0.90 2.91 -2.42
H -1.69 2.82 -1.29
H -0.06 5.58 -3.02
H -0.85 7.26 -4.68
H -2.80 6.75 -6.15
H -4.17 4.73 -5.71
H -3.44 3.06 -3.97
N -0.72 -3.27 6.13
C -0.30 -2.82 4.91
O 0.69 -3.29 4.34
C -1.14 -1.77 4.26
C -2.44 -1.43 4.67
C -3.16 -0.52 3.89
C -2.60 -0.01 2.72
N -1.35 -0.34 2.30
C -0.65 -1.20 3.08
H -0.10 -3.91 6.61
H -1.40 -2.78 6.70
H -2.87 -1.88 5.57
H -4.18 -0.22 4.14
H -3.16 0.68 2.08
H 0.35 -1.47 2.71
```

The net charge is +3. Its multiplicity is 6. The value obtained for the energy above the lowest of the compared OMol25 structures with the same formula, charge and spin is 0.0 kcal per mole. Its HOMO energy (alpha / beta) is -0.5840 / -0.5840 hartree. Its strongest force on any atom is 0.05156 Eh/bohr. The calculation puts the HOMO-LUMO gap (alpha / beta) at 0.175 / 0.188 hartree. For the molar mass, the calculation gives 639.0 g mol⁻¹. The expectation value of S² is 8.777. Its LUMO energy (alpha / beta) is -11.13 / -10.78 eV.

# C23H43N2OP3SeV

C23H43N2OP3SeV as an isolated structure (wB97M-V/def2-TZVPD, the Open Molecules 2025 dataset).

Geometry as XYZ:
```
74
Properties=species:S:1:pos:R:3
V 0.39 0.37 -0.22
P 2.32 1.47 1.04
P -1.17 2.00 0.31
P 2.12 -1.33 -1.11
H -4.73 -0.63 0.59
C -4.12 -1.15 1.34
C -3.82 -0.61 2.53
H -4.14 0.40 2.81
C 3.60 2.50 0.20
C 1.88 2.60 2.40
C 3.43 0.30 1.93
C -2.79 1.80 -0.51
C -1.70 2.14 2.05
C -0.71 3.71 -0.16
C 1.55 -2.18 -2.61
C 2.41 -2.74 0.03
C 3.83 -0.88 -1.61
H -3.81 -2.17 1.10
H -3.37 -1.21 3.33
H 4.24 2.93 0.98
H 3.13 3.31 -0.36
H 4.21 1.90 -0.48
H 2.82 2.97 2.83
H 1.31 2.08 3.18
H 1.29 3.45 2.04
H 4.12 0.91 2.52
H 4.00 -0.32 1.23
H 2.85 -0.34 2.60
H -3.38 2.71 -0.34
H -3.31 0.93 -0.10
H -2.64 1.65 -1.59
H -2.32 3.04 2.16
H -0.83 2.22 2.72
H -2.28 1.26 2.34
H -1.56 4.36 0.05
H -0.46 3.74 -1.23
H 0.17 4.05 0.40
H 2.38 -2.77 -3.03
H 1.22 -1.45 -3.36
H 0.71 -2.84 -2.35
H 3.41 -3.16 -0.14
H 1.65 -3.51 -0.16
H 2.32 -2.41 1.08
H 4.27 -1.75 -2.10
H 4.45 -0.59 -0.75
H 3.80 -0.05 -2.32
C -0.16 1.29 -3.08
C -1.00 0.17 -3.08
C -2.20 0.21 -3.82
C -2.52 1.34 -4.56
C -1.66 2.44 -4.59
C -0.47 2.41 -3.86
Se 1.51 1.51 -1.91
H -1.68 -0.89 1.10
H -0.75 -0.74 -2.51
H -2.87 -0.66 -3.81
H -3.46 1.37 -5.12
H -1.92 3.33 -5.17
H 0.22 3.25 -3.89
N -1.57 -5.03 0.67
C -1.11 -3.82 0.24
O -0.88 -3.62 -0.97
C -0.85 -2.82 1.29
C -0.68 -3.06 2.63
C -0.19 -2.03 3.45
C 0.38 -0.88 2.88
N 0.32 -0.65 1.56
C -0.73 -1.37 0.85
H -1.82 -5.70 -0.03
H -1.93 -5.17 1.60
H -0.91 -4.03 3.07
H -0.16 -2.14 4.53
H 0.89 -0.14 3.51
H -0.54 -1.29 -0.25
```

The net charge is +3. Its multiplicity is 3. The value obtained for the energy above the lowest of the compared OMol25 structures with the same formula, charge and spin is 26.2 kcal per mole. Its HOMO energy (alpha / beta) is -0.6376 / -0.6389 hartree. Its strongest force on any atom is 0.07941 Eh/bohr. The calculation puts the HOMO-LUMO gap (alpha / beta) at 0.245 / 0.216 hartree. For the molar mass, the calculation gives 586.4 g mol⁻¹. The expectation value of S² is 2.187. Its LUMO energy (alpha / beta) is -10.67 / -11.51 eV.